Density functional theory data (ωB97M-V/def2-TZVPD) for a gas-phase ion, H4N2O2P (charge -1) at a distorted geometry.

Calculated values
Orbital gap (alpha / beta), eV: 3.973 / 6.332
HOMO energy (alpha / beta), eV: 0.4 / -6.0
Multiplicity: 3
Relative energy (zero: lowest compared OMol25 entry of this formula, charge and spin), kJ/mol: 285.6
Net charge: -1

Positions of all 9 atoms, in Å:
N: -1.528 0.171 -0.483
N: -0.213 -0.678 -0.637
O: 1.008 1.528 -0.055
O: 2.305 -0.704 0.026
P: 1.062 0.072 0.239
H: -1.628 0.304 0.527
H: -1.186 1.065 -0.829
H: -0.418 -1.630 -0.365
H: 0.597 -0.127 1.577



Density functional theory data (ωB97M-V/def2-TZVPD) for a gas-phase ion, C5H11N3 (charge +2) at a distorted geometry.

Calculated values
Orbital gap (alpha / beta), eV: 8.348 / 8.268
HOMO energy (alpha / beta), eV: -19.3 / -19.2
Relative energy (zero: lowest compared OMol25 entry of this formula, charge and spin), kJ/mol: 787.6
Net charge: +2

Positions of all 19 atoms, in Å:
C: 2.362 0.944 0.061
C: 0.707 -0.688 -0.215
C: -0.404 0.409 -0.066
C: -0.949 0.328 1.357
C: -1.660 0.132 -0.936
N: 0.120 1.575 -0.594
N: 2.041 -0.304 0.064
N: 0.446 -1.964 -0.301
H: 3.330 1.397 0.094
H: -2.045 0.595 1.285
H: -0.559 1.203 1.960
H: -0.884 -0.509 1.929
H: -2.275 1.106 -0.829
H: -2.294 -0.627 -0.351
H: -1.322 -0.171 -1.989
H: -0.198 2.477 -0.339
H: 2.820 -0.938 -0.027
H: -0.411 -2.269 -0.813
H: 1.175 -2.695 -0.288



Density functional theory data (ωB97M-V/def2-TZVPD) for a molecular structure, C3H6Br2O6P2 at a distorted geometry.

Calculated values
Orbital gap, eV: 5.402
HOMO energy, eV: -0.3
Relative energy (zero: lowest compared OMol25 entry of this formula, charge and spin), kJ/mol: 0.0
Net charge: -2

Positions of all 19 atoms, in Å:
C: -1.654 1.639 1.196
C: -1.617 -1.257 -1.698
C: 3.612 0.320 -0.339
O: 1.910 0.019 1.743
O: 1.119 0.698 -0.721
O: 4.409 -0.057 -1.115
O: -1.409 -1.510 2.060
O: -1.849 0.453 0.413
O: -1.600 -1.845 -0.445
P: 1.823 -0.111 0.303
P: -0.856 -0.912 0.792
Br: 2.029 -2.309 -0.432
Br: 3.863 2.134 0.473
H: -0.705 1.822 1.740
H: -2.472 1.831 1.792
H: -1.834 2.369 0.388
H: -1.929 -0.166 -1.688
H: -2.250 -1.729 -2.445
H: -0.590 -1.388 -2.017



Density functional theory data (ωB97M-V/def2-TZVPD) for 10 unconnected molecules or ions with the total composition C28H78N2O15 at a distorted geometry.

Calculated values
Orbital gap, eV: 9.463
HOMO energy, eV: -8.9
Relative energy (zero: lowest compared OMol25 entry of this formula, charge and spin), kJ/mol: 428.7
SMILES string: COCCNCCOC.COCCNCCOC.OCCO.OCCO.OCCO.CCO.CCO.CCO.CCO.CCO

Positions of all 123 atoms, in Å:
C: 13.998 -15.318 -15.688
O: 13.946 -14.456 -16.865
C: 12.824 -13.620 -16.954
C: 13.155 -12.845 -18.241
N: 12.101 -11.960 -18.481
C: 12.248 -11.426 -19.815
C: 11.174 -10.394 -20.245
O: 11.086 -9.831 -21.340
C: 12.170 -8.883 -21.476
H: 14.108 -14.840 -14.695
H: 14.864 -15.960 -15.791
H: 13.148 -15.986 -15.821
H: 12.739 -12.954 -16.172
H: 11.898 -14.167 -16.915
H: 13.101 -13.537 -19.082
H: 14.143 -12.284 -18.172
H: 11.178 -12.464 -18.426
H: 12.126 -12.286 -20.545
H: 13.177 -10.990 -19.959
H: 11.140 -9.620 -19.457
H: 10.228 -10.816 -20.156
H: 11.836 -8.078 -22.128
H: 13.124 -9.241 -22.006
H: 12.372 -8.349 -20.573
C: 8.835 -6.232 -22.933
O: 8.299 -6.223 -21.606
C: 9.000 -7.191 -20.856
C: 8.200 -7.373 -19.617
N: 8.754 -8.598 -18.991
C: 8.232 -8.971 -17.651
C: 9.188 -10.024 -17.134
O: 9.126 -10.665 -16.088
C: 10.294 -11.427 -15.760
H: 8.748 -7.256 -23.370
H: 9.888 -5.955 -23.044
H: 8.278 -5.605 -23.655
H: 10.060 -7.003 -20.622
H: 9.079 -8.178 -21.344
H: 7.171 -7.505 -19.877
H: 8.291 -6.443 -19.023
H: 8.673 -9.470 -19.596
H: 7.199 -9.344 -17.819
H: 8.115 -8.121 -17.017
H: 10.116 -9.492 -17.169
H: 9.336 -10.782 -17.952
H: 10.262 -12.432 -16.202
H: 10.396 -11.472 -14.689
H: 11.270 -11.139 -16.020
O: 13.351 -6.395 -19.598
C: 12.710 -5.334 -20.259
C: 13.349 -5.136 -21.563
O: 12.727 -4.218 -22.356
H: 12.664 -6.819 -19.037
H: 11.703 -5.736 -20.347
H: 12.733 -4.415 -19.615
H: 13.394 -6.095 -22.125
H: 14.437 -4.903 -21.412
H: 12.520 -3.411 -21.916
O: 11.029 -7.043 -18.102
C: 11.138 -6.938 -16.687
C: 12.110 -5.939 -16.240
O: 12.487 -6.099 -14.912
H: 10.213 -7.412 -18.445
H: 10.175 -6.851 -16.236
H: 11.685 -7.838 -16.258
H: 11.896 -4.949 -16.532
H: 13.056 -6.289 -16.723
H: 13.434 -6.006 -14.801
O: 16.268 -4.074 -17.265
C: 16.188 -4.436 -18.548
C: 16.367 -5.833 -18.551
O: 16.163 -6.352 -19.814
H: 16.285 -3.172 -17.099
H: 15.213 -4.172 -18.961
H: 16.921 -3.912 -19.177
H: 15.731 -6.314 -17.863
H: 17.439 -6.092 -18.205
H: 15.278 -6.466 -19.857
C: 13.404 -2.061 -17.583
C: 13.173 -0.750 -17.046
O: 11.760 -0.502 -16.837
H: 13.129 -2.087 -18.685
H: 12.788 -2.757 -17.114
H: 14.328 -2.472 -17.379
H: 13.611 -0.170 -17.880
H: 13.770 -0.715 -16.156
H: 11.617 0.380 -16.456
C: 10.181 -2.951 -19.240
C: 9.250 -3.905 -19.738
O: 8.643 -3.593 -21.009
H: 10.746 -3.514 -18.435
H: 9.814 -2.083 -18.736
H: 10.902 -2.686 -19.981
H: 8.533 -4.104 -18.993
H: 9.796 -4.859 -19.960
H: 8.378 -4.437 -21.439
C: 10.585 -2.321 -23.677
C: 10.313 -1.098 -22.982
O: 8.984 -0.956 -23.049
H: 10.432 -3.229 -23.076
H: 11.636 -2.168 -23.777
H: 10.139 -2.530 -24.625
H: 10.819 -0.321 -23.553
H: 10.631 -1.114 -21.892
H: 8.742 -0.235 -23.636
C: 14.898 -9.415 -18.166
C: 13.922 -9.127 -17.237
O: 14.396 -8.445 -16.081
H: 15.536 -10.266 -17.911
H: 15.587 -8.609 -18.448
H: 14.492 -9.525 -19.125
H: 13.243 -9.941 -16.916
H: 13.220 -8.399 -17.744
H: 13.636 -8.346 -15.545
C: 15.270 -1.165 -20.716
C: 14.164 -1.307 -21.630
O: 13.028 -1.515 -20.928
H: 15.466 -2.075 -20.221
H: 15.066 -0.342 -20.062
H: 16.257 -1.093 -21.196
H: 14.422 -2.019 -22.317
H: 14.057 -0.265 -22.048
H: 12.597 -0.693 -20.899



Density functional theory data (ωB97M-V/def2-TZVPD) for a single C9H8N2O3 molecule at a distorted geometry.

Calculated values
Orbital gap, eV: 7.858
HOMO energy, eV: -8.5
Relative energy (zero: lowest compared OMol25 entry of this formula, charge and spin), kJ/mol: 230.0

Positions of all 22 atoms, in Å:
O: -0.646 1.720 5.167
N: 1.553 0.569 2.765
O: 1.355 1.273 4.000
O: -0.791 -0.709 -3.078
C: -0.004 1.311 4.147
C: -0.613 0.772 3.087
C: 0.802 0.148 -1.411
C: -1.366 -0.715 -0.773
C: 1.124 0.314 -0.057
C: -1.037 -0.592 0.578
C: -0.420 -0.402 -1.766
C: 0.193 -0.022 0.935
N: 0.413 0.309 2.250
C: 0.207 -0.925 -4.058
H: -1.688 0.713 2.914
H: 1.515 0.477 -2.138
H: -2.338 -1.116 -1.038
H: 2.117 0.717 0.202
H: -1.765 -0.885 1.345
H: 0.529 0.010 -4.497
H: 1.108 -1.462 -3.725
H: -0.248 -1.506 -4.850



Density functional theory data (ωB97M-V/def2-TZVPD) for a molecular structure, C16H10ClN3O5STc.

Calculated values
Orbital gap (alpha / beta), eV: 6.872 / 7.037
HOMO energy (alpha / beta), eV: -15.9 / -16.0
Multiplicity: 2
Net charge: +2

Positions of all 37 atoms, in Å:
Tc: 0.007 -0.164 0.312
O: 1.664 1.416 6.517
C: 1.913 0.692 5.432
O: 2.916 0.066 5.280
C: 0.880 0.645 4.340
C: -0.515 0.712 4.369
Cl: -1.570 1.067 5.635
N: -0.971 0.466 3.107
N: 0.069 0.249 2.320
C: 1.183 0.353 2.994
C: 2.342 0.156 2.064
O: 3.491 0.092 2.205
O: 1.752 0.087 0.696
C: -2.203 0.317 2.391
C: -2.141 0.629 1.015
C: -3.237 0.340 0.200
C: -4.377 -0.222 0.755
C: -4.424 -0.495 2.116
C: -3.328 -0.240 2.945
H: 0.849 1.933 6.475
H: -1.422 1.355 0.594
H: -3.214 0.606 -0.849
H: -5.234 -0.427 0.129
H: -5.316 -0.933 2.543
H: -3.348 -0.507 3.992
O: -0.288 -0.310 -1.608
N: -0.284 -1.535 -2.200
C: -0.265 -1.581 -3.544
C: -0.257 -2.808 -4.160
C: -0.270 -3.966 -3.386
C: -0.297 -3.879 -2.004
C: -0.307 -2.624 -1.419
S: -0.387 -2.324 0.312
H: -0.244 -0.625 -4.045
H: -0.233 -2.858 -5.239
H: -0.256 -4.937 -3.862
H: -0.307 -4.759 -1.377



Q: Number 2 is which compound?
A: C5H11N3